1.
Density functional theory data (the ωB97M-V functional and the def2-TZVPD basis) for 16 unconnected molecules or ions with the total composition C32H64Br32.

Structure (XYZ):
```
128
C32H64Br32 (the ωB97M-V functional and the def2-TZVPD basis)
Br -2.9797 -0.5442 -4.2792
C -3.1722 -2.5165 -4.4698
C -2.3363 -3.2457 -3.4626
Br -3.0982 -5.0181 -3.5507
H -2.8334 -2.6334 -5.4866
H -4.2261 -2.6323 -4.3044
H -2.3869 -2.8020 -2.4622
H -1.2946 -3.3003 -3.6172
Br -0.9172 1.0512 3.6935
C -0.1055 2.7758 3.4329
C -1.1132 3.8427 3.2612
Br -0.2094 5.4314 2.6628
H 0.4597 2.7248 2.4854
H 0.5548 2.9985 4.2946
H -1.6360 4.0427 4.1669
H -1.7720 3.5750 2.4583
Br 3.8659 -2.9156 4.8666
C 2.2148 -3.7046 4.0785
C 1.4457 -2.4977 3.5616
Br -0.2123 -2.9028 2.6083
H 1.6783 -4.1189 4.9149
H 2.4661 -4.3997 3.3002
H 2.1176 -1.8322 3.0713
H 1.1059 -1.9320 4.4001
Br 1.7012 3.3716 -8.1340
C 2.0349 3.5185 -6.2183
C 0.7130 3.4842 -5.5909
Br 0.8005 2.9531 -3.7496
H 2.5248 4.4604 -5.9809
H 2.7580 2.7560 -5.9845
H 0.0800 2.7425 -6.1089
H 0.1567 4.4197 -5.7593
Br -2.7208 -4.7053 0.5497
C -4.5092 -4.2999 -0.1303
C -5.4014 -4.4222 1.0933
Br -7.2674 -4.3383 0.4775
H -4.7146 -4.9048 -1.0332
H -4.4531 -3.2256 -0.4329
H -5.2218 -3.6753 1.8907
H -5.3170 -5.4181 1.5738
Br -1.9094 -0.5690 -0.5361
C -0.8033 0.9757 -1.0684
C -0.4796 1.6726 0.2429
Br 0.6919 3.1261 -0.2613
H -1.4329 1.5610 -1.7373
H -0.0360 0.5420 -1.6175
H 0.0362 0.9110 0.8981
H -1.3826 2.0940 0.7962
Br -3.5560 3.9053 -0.6101
C -2.6464 4.3167 -2.3980
C -2.5004 5.7556 -2.7243
Br -1.0967 6.6188 -1.9422
H -3.3233 3.8592 -3.1552
H -1.7602 3.6443 -2.4809
H -3.3777 6.2989 -2.3267
H -2.4348 5.9031 -3.8228
Br -7.2567 -2.3232 -3.4429
C -6.4627 -0.9801 -2.2258
C -7.1500 0.2551 -2.1976
Br -6.7101 1.5530 -3.6395
H -5.4607 -0.8538 -2.4548
H -6.5706 -1.4994 -1.2529
H -6.9555 0.8681 -1.3378
H -8.2470 0.1433 -2.1903
Br 3.6027 5.7444 0.2241
C 2.3782 6.9821 -0.7275
C 2.3268 6.7141 -2.1965
Br 4.1029 6.8336 -3.0656
H 2.6811 7.9681 -0.3984
H 1.3589 6.8346 -0.3584
H 1.6685 7.5294 -2.6385
H 2.0379 5.6985 -2.4164
Br -5.8256 -0.8707 1.7554
C -4.4173 0.4468 2.1141
C -4.9606 1.4629 3.1011
Br -6.2139 2.7081 2.2907
H -4.0912 0.9202 1.2002
H -3.6268 -0.0126 2.6202
H -4.1356 2.0833 3.3833
H -5.5054 0.9504 3.9415
Br 3.6715 1.9985 2.3710
C 4.6765 2.0790 4.1089
C 4.5847 0.8674 4.9405
Br 5.3144 1.1627 6.6913
H 4.2345 2.9001 4.6208
H 5.7279 2.4741 3.9698
H 5.1851 0.0484 4.4999
H 3.5533 0.5081 5.0457
Br 2.3747 -0.5417 0.2507
C 1.8066 -2.2095 -0.5199
C 2.2621 -2.2726 -1.9591
Br 1.1834 -1.1254 -3.1692
H 0.7764 -2.3764 -0.3134
H 2.4130 -2.9549 -0.0016
H 2.3551 -3.2166 -2.4539
H 3.2780 -1.8262 -2.0357
Br -3.8912 -1.7194 5.6313
C -2.5516 -3.0336 6.2267
C -2.3170 -2.9824 7.6868
Br -0.6339 -3.9609 8.0434
H -1.6454 -2.6479 5.7472
H -2.8855 -3.9715 5.8186
H -3.1587 -3.4919 8.2075
H -2.2610 -2.0557 8.0890
Br 6.5146 -2.3226 -2.6905
C 6.8984 -3.2645 -1.0339
C 7.1290 -2.2934 0.0863
Br 7.3239 -3.2121 1.9016
H 7.8226 -3.8541 -1.2643
H 6.0689 -3.9870 -0.9641
H 6.2971 -1.6257 0.2055
H 8.0306 -1.7686 -0.1666
Br 2.2300 -6.3086 -0.9378
C 0.2401 -6.5550 -1.1886
C -0.1009 -7.1073 -2.5880
Br 0.4204 -5.9320 -4.0132
H -0.2985 -5.5747 -0.9741
H -0.0019 -7.3068 -0.4873
H -1.1409 -7.3720 -2.6484
H 0.4580 -8.0489 -2.8289
Br 6.8982 2.2298 -3.4594
C 6.0887 3.3026 -2.0912
C 5.7879 2.5787 -0.7894
Br 7.4456 1.8943 0.1421
H 5.1765 3.8206 -2.3695
H 6.8302 4.0913 -1.9248
H 5.1102 1.7129 -0.8246
H 5.3831 3.3175 -0.0184
```

Summary:
**Total charge**: 0
**HOMO-LUMO gap**: 10.0 eV
**2S+1**: 1
**Relative energy (zero: lowest compared OMol25 entry of this formula, charge and spin)**: 1.8820 eV

2.
Density functional theory data (the ωB97M-V functional and the def2-TZVPD basis) for 2 unconnected molecules or ions with the total composition C14H16.

Structure (XYZ):
```
30
C14H16 (the ωB97M-V functional and the def2-TZVPD basis)
C -2.1400 -3.1189 0.7526
C -1.3393 -3.7312 -1.4916
C -1.1032 -2.9947 -0.2863
C -0.4594 -3.6359 -2.5324
C 0.6926 -2.7141 -2.3979
C 0.0383 -2.2059 -0.1036
C 0.9220 -2.0417 -1.2026
H -2.3152 -4.1447 -1.6426
H -0.4951 -4.2567 -3.4213
H -2.1245 -2.5996 1.6573
H -2.6623 -4.0567 1.1038
H 1.1441 -2.3812 -3.3500
H 0.2682 -1.5388 0.6894
H 1.7987 -1.3355 -1.1079
H -3.1456 -2.6370 0.4791
C 0.8471 3.3751 2.9876
C 0.4691 2.3212 -1.0725
C 1.5295 1.7312 -0.3027
C -0.1149 3.5450 -0.6297
C 1.7174 2.0465 1.0193
C 0.0757 3.7805 0.7179
C 0.8644 3.0332 1.5596
H 0.2942 2.0630 -2.1348
H 2.1162 1.1526 -0.9679
H -0.6953 4.1536 -1.4407
H 2.1512 1.3136 1.6640
H -0.6610 4.5701 1.2654
H 0.3639 4.3768 3.1503
H 1.8325 3.2997 3.5543
H 0.1307 2.6306 3.4840
```

Summary:
**Total charge**: -1
**HOMO-LUMO gap (alpha / beta)**: 2.1 / 9.0 eV
**2S+1**: 2
**Relative energy (zero: lowest compared OMol25 entry of this formula, charge and spin)**: 2.5798 eV

3.
Density functional theory data (the ωB97M-V functional and the def2-TZVPD basis) for 2 unconnected molecules or ions with the total composition C3H5N2O3.

Structure (XYZ):
```
13
C3H5N2O3 (the ωB97M-V functional and the def2-TZVPD basis)
O 2.2762 0.7151 -0.9524
C 1.5491 0.0743 -0.1569
N 1.8159 -0.4828 1.0701
C 0.0373 0.4594 0.0023
N -0.9783 -0.4561 0.4412
C -2.2936 0.0383 -0.1068
O -3.2085 -0.7728 -0.3321
O -2.2204 1.2717 -0.2458
H 1.0775 -1.4474 -0.8926
H 2.7782 -0.1410 1.2558
H 0.2557 1.2292 0.7259
H -0.2070 0.9439 -0.9194
H -0.8820 -1.4319 0.1107
```

Summary:
**Total charge**: -1
**HOMO-LUMO gap**: 5.2 eV
**2S+1**: 1
**Relative energy (zero: lowest compared OMol25 entry of this formula, charge and spin)**: 7.0568 eV